1.
Molecular formula: C29H22BCl5IN8O2Ti
Method: DFT, ωB97M-V with the def2-TZVPD basis set

Each line ends with the Löwdin charge.
Cartesian coordinates (Å):
Ti1 0.19795 0.44679 0.16640  0.999
C1 -0.15400 3.47850 -3.16742  -0.044
C2 -0.76165 2.40204 -2.51450  -0.170
N1 0.14991 1.62586 -1.94180  -0.012
N2 1.35065 2.17551 -2.20948  -0.021
C3 1.19556 3.28533 -2.94721  -0.073
B1 2.65000 1.46946 -1.76156  -0.512
N3 2.96296 1.70235 -0.27030  -0.019
C4 3.88988 2.49931 0.27704  -0.067
C5 3.87041 2.32177 1.64783  -0.040
C6 2.87072 1.37045 1.85511  -0.124
N4 2.33859 0.99530 0.69694  -0.017
N5 2.44874 -0.03661 -1.99297  -0.024
C7 3.10859 -0.82241 -2.85303  -0.060
C8 2.54934 -2.08362 -2.81884  -0.043
C9 1.52821 -1.97439 -1.87726  -0.206
N6 1.46468 -0.73959 -1.38651  -0.041
H1 -0.62263 4.26496 -3.73042  0.094
H2 -1.80703 2.15066 -2.43128  0.088
H3 2.05674 3.84032 -3.27991  0.122
H4 3.56393 1.87914 -2.42132  0.123
H5 4.50841 3.12023 -0.34887  0.123
H6 4.49381 2.79819 2.38239  0.095
H7 2.50704 0.93843 2.77298  0.105
H8 3.92441 -0.41959 -3.42850  0.124
H9 2.83959 -2.94970 -3.38472  0.096
H10 0.82373 -2.72133 -1.55632  0.058
C10 0.48218 4.88971 0.90122  -0.006
C11 -0.93270 4.42434 0.78062  -0.254
N7 -1.91839 5.28830 0.81561  0.131
C12 -3.18465 4.84626 0.70259  -0.094
C13 -3.53141 3.52806 0.53910  -0.150
C14 -4.98178 3.13984 0.44471  -0.208
O1 -5.39087 2.28088 1.50619  -0.058
C15 -2.48323 2.57523 0.48228  -0.075
C16 -2.78590 1.16759 0.32327  -0.019
N8 -1.93264 0.23245 0.06805  -0.016
C17 -2.47222 -1.10120 0.11767  -0.366
C18 -2.86934 -1.59510 1.35753  -0.038
C19 -3.32589 -2.89652 1.46751  -0.061
C20 -3.39044 -3.70013 0.33796  -0.076
C21 -3.01929 -3.20081 -0.89830  -0.150
C22 -2.55386 -1.89488 -1.01888  -0.669
I1 -2.06164 -1.14780 -2.88899  1.013
C23 -1.17122 3.02846 0.61809  -0.306
O2 -0.13997 2.22881 0.61231  -0.227
H11 0.50299 5.96719 1.04111  0.082
H12 1.04350 4.62114 0.00262  0.079
H13 0.98013 4.39078 1.73500  0.077
H14 -3.95587 5.60778 0.74325  0.112
H15 -5.19083 2.58560 -0.47208  0.127
H16 -5.59178 4.04759 0.41947  0.118
H17 -5.18210 2.71727 2.33991  0.099
H18 -3.83265 0.89309 0.44150  0.139
H19 -2.77896 -0.95808 2.22768  0.127
H20 -3.61937 -3.28348 2.43383  0.113
H21 -3.73884 -4.72133 0.41199  0.109
H22 -3.09500 -3.82065 -1.78128  0.094
Cl1 -0.34628 2.02013 3.56643  0.730
C24 -0.12215 0.28400 3.53548  -0.675
C25 0.04949 -0.37086 2.31919  -0.242
C26 0.18372 -1.74355 2.44397  -0.668
Cl2 0.35202 -2.67052 0.96039  0.750
C27 0.16479 -2.45919 3.63588  -0.712
Cl3 0.32052 -4.17290 3.66777  0.682
C28 0.00017 -1.75026 4.82239  -0.711
Cl4 -0.03106 -2.57951 6.32780  0.683
C29 -0.14567 -0.36448 4.77158  -0.709
Cl5 -0.35809 0.50568 6.24275  0.676

Forces on atoms 1 to 2 (eV/Å):
1.13 -0.14 -0.06
0.05 -0.01 -0.01

Computed properties:
- <S²>: 0.7546
- Strongest force on any atom: 1.14 eV/A
- Energy above the lowest of the compared OMol25 structures with the same formula, charge and spin: 4.7 kcal/mol
- E: -5180.0074 a.u.
- Frontier orbital gap (spin up / spin down): 0.2856 / 0.2847 Eh
- LUMO energy (spin up / spin down): -0.551 / -0.814 eV
- Spin multiplicity: 2

---

2.
Molecular formula: C29H22BCl5IN8O2Ti
Method: DFT, ωB97M-V with the def2-TZVPD basis set

Each line ends with the Löwdin charge.
Cartesian coordinates (Å):
Ti1 -0.41208 0.15961 0.67881  0.883
C1 -2.06367 -2.81707 -2.15921  -0.042
C2 -1.15851 -1.81575 -1.81628  -0.158
N1 -1.48486 -1.27976 -0.63635  -0.058
N2 -2.58780 -1.91905 -0.20902  -0.024
C3 -2.96085 -2.84299 -1.10883  -0.067
B1 -3.28221 -1.64520 1.14624  -0.520
N3 -3.53112 -0.14690 1.34775  -0.024
C4 -4.67260 0.46465 1.70884  -0.061
C5 -4.37548 1.77357 2.03018  -0.041
C6 -2.99324 1.87977 1.83977  -0.142
N4 -2.50009 0.70951 1.43893  -0.047
N5 -2.32151 -2.10888 2.25915  -0.023
C7 -2.39671 -3.20984 3.02477  -0.071
C8 -1.25456 -3.27520 3.79655  -0.054
C9 -0.52177 -2.14394 3.41731  -0.195
N6 -1.17289 -1.44279 2.49439  -0.036
H1 -2.07493 -3.42247 -3.05114  0.101
H2 -0.32440 -1.44098 -2.38004  0.112
H3 -3.83413 -3.45232 -0.93581  0.124
H4 -4.31710 -2.25092 1.18189  0.124
H5 -5.60654 -0.07470 1.71159  0.124
H6 -5.05876 2.54393 2.34947  0.097
H7 -2.35050 2.73419 1.95548  0.077
H8 -3.25586 -3.86071 2.96890  0.122
H9 -0.99766 -4.02194 4.52939  0.093
H10 0.44847 -1.81959 3.76270  0.067
C10 1.66552 -4.14279 0.63388  -0.011
C11 1.95710 -3.13500 -0.43438  -0.248
N7 2.54808 -3.49593 -1.54039  0.134
C12 2.76982 -2.59109 -2.53120  -0.083
C13 2.44953 -1.26795 -2.44021  -0.159
C14 2.79180 -0.35495 -3.59324  -0.206
O1 4.18784 -0.29948 -3.86133  -0.045
C15 1.84838 -0.82544 -1.22640  -0.105
C16 1.87043 0.53613 -0.85053  -0.062
N8 1.57284 0.95874 0.35753  -0.076
C17 2.37375 1.93793 0.98208  -0.380
C18 3.40235 2.62642 0.34357  -0.022
C19 4.19525 3.52659 1.03902  -0.065
C20 3.99754 3.72937 2.39637  -0.081
C21 2.99757 3.03269 3.05475  -0.144
C22 2.19571 2.14989 2.35663  -0.632
I1 0.62259 1.15002 3.30067  1.220
C23 1.48878 -1.78843 -0.23135  -0.297
O2 0.77323 -1.50521 0.78529  -0.148
H11 2.04719 -5.11481 0.33161  0.080
H12 0.58814 -4.19966 0.81071  0.084
H13 2.11989 -3.84179 1.58166  0.087
H14 3.24776 -2.97655 -3.42586  0.123
H15 2.38501 0.64787 -3.44794  0.108
H16 2.33425 -0.74482 -4.50024  0.130
H17 4.66517 -0.17244 -3.03555  0.090
H18 2.31194 1.21641 -1.57477  0.121
H19 3.58997 2.46797 -0.71074  0.109
H20 4.97825 4.06372 0.51930  0.110
H21 4.62081 4.42408 2.94679  0.108
H22 2.83715 3.18688 4.11511  0.100
Cl1 -3.14692 0.58175 -2.17029  0.742
C24 -1.94292 1.82950 -2.06948  -0.667
C25 -1.10712 1.93447 -0.93688  -0.187
C26 -0.56960 3.22347 -0.81262  -0.674
Cl2 0.02334 3.71783 0.75210  0.730
C27 -0.56702 4.20507 -1.80170  -0.726
Cl3 0.21674 5.71706 -1.55896  0.674
C28 -1.22087 3.94261 -2.99347  -0.723
Cl4 -1.18713 5.08808 -4.27552  0.678
C29 -1.96236 2.77344 -3.10735  -0.718
Cl5 -2.90839 2.51411 -4.52212  0.670

Forces on atoms 1 to 2 (eV/Å):
-1.43 -0.39 0.80
0.02 -0.03 -0.10

Computed properties:
- <S²>: 0.7555
- Strongest force on any atom: 1.69 eV/A
- Energy above the lowest of the compared OMol25 structures with the same formula, charge and spin: 49.7 kcal/mol
- E: -5179.9357 a.u.
- Frontier orbital gap (spin up / spin down): 0.2606 / 0.2603 Eh
- LUMO energy (spin up / spin down): -1.207 / -1.329 eV
- Spin multiplicity: 2

---

3.
Molecular formula: C29H22Co2NO7
Method: DFT, ωB97M-V with the def2-TZVPD basis set

Each line ends with the Löwdin charge.
Cartesian coordinates (Å):
C1 1.06197 0.06421 -3.13031  -0.001
C2 1.21080 1.31828 -2.31206  -0.493
N1 0.03438 1.83185 -1.77424  0.120
C3 -0.03432 2.92515 -0.90896  -0.285
C4 -1.42878 3.42476 -0.55769  -0.131
C5 -1.87504 4.66283 -0.88785  -0.027
C6 -3.27689 5.10005 -0.65280  -0.180
C7 -4.26683 3.92135 -0.48761  -0.143
C8 -3.69345 2.73345 0.21431  -0.175
C9 -4.50842 1.79935 0.86272  -0.048
C10 -3.95496 0.69008 1.51094  -0.076
C11 -2.56041 0.55687 1.59962  -0.058
C12 -1.74533 1.51303 1.01111  -0.025
C13 -2.29227 2.52956 0.20816  -0.127
C14 1.08585 3.47614 -0.39498  0.065
O1 2.30938 1.83918 -2.15498  0.040
H1 0.51496 -0.71464 -2.59246  0.071
H2 0.55283 0.29081 -4.07160  0.080
H3 2.06635 -0.30168 -3.35057  0.089
H4 -0.81604 1.31976 -1.99215  0.154
H5 -1.17357 5.38331 -1.30456  0.113
H6 -3.34249 5.74150 0.23983  0.116
H7 -3.60972 5.73492 -1.47968  0.107
H8 -5.16132 4.27062 0.04138  0.113
H9 -4.61846 3.62005 -1.48559  0.122
H10 -5.59294 1.93654 0.86628  0.108
H11 -4.59585 -0.05935 1.98476  0.103
H12 -2.11087 -0.28324 2.13316  0.092
H13 -0.66900 1.51629 1.20742  0.100
H14 0.97283 4.27396 0.34211  0.074
H15 2.06308 3.24787 -0.80191  0.053
O2 2.56513 -3.12400 2.84274  0.144
C15 1.58831 -3.23466 2.23579  -0.142
Co1 0.06703 -3.41423 1.39704  0.062
C16 0.09990 -5.23629 1.75513  -0.219
O3 -0.01486 -6.15275 2.47006  0.080
C17 -1.10554 -2.93303 2.65052  -0.117
O4 -1.79083 -2.60930 3.52758  0.088
C18 -0.06770 -3.19193 -0.40401  -0.223
C19 0.36754 -2.05966 0.22394  -0.239
C20 0.71329 -0.74041 0.12902  -0.127
C21 2.05648 -0.33545 0.47392  -0.245
C22 2.29312 0.90840 1.09751  -0.064
C23 3.56919 1.27294 1.48737  -0.102
C24 4.65438 0.47053 1.11562  -0.119
C25 4.45460 -0.72916 0.41938  -0.092
C26 3.15832 -1.17585 0.18637  -0.049
Co2 0.75607 -5.02473 -0.42496  0.013
C27 0.72410 -5.10370 -2.16939  -0.182
O5 0.66508 -5.22863 -3.31914  0.110
C28 0.35187 -6.73012 -0.45769  -0.196
O6 0.06343 -7.84679 -0.44555  0.115
C29 2.47926 -4.97103 -0.04927  -0.154
O7 3.62137 -5.02014 0.12523  0.108
H16 -0.83894 -3.18496 -1.19085  0.064
H17 -0.06851 -0.00542 -0.07909  0.075
H18 1.44468 1.57913 1.24988  0.081
H19 3.72028 2.17553 2.08066  0.095
H20 5.66414 0.78012 1.37180  0.083
H21 5.29435 -1.34841 0.09406  0.098
H22 2.96900 -2.14881 -0.27545  0.100

Forces on atoms 1 to 2 (eV/Å):
-0.03 -0.17 -0.15
0.61 0.31 0.33

Computed properties:
- Strongest force on any atom: 3.83 eV/A
- Net charge: -1
- E: -4465.1740 a.u.
- Frontier orbital gap: 0.1955 Eh
- LUMO energy: 2.400 eV
- Spin multiplicity: 1

---

4.
Molecular formula: C29H22IrO3PS2Te
Method: DFT, ωB97M-V with the def2-TZVPD basis set

Each line ends with the Löwdin charge.
Cartesian coordinates (Å):
Ir1 -1.25719 0.03626 -0.75028  0.856
O1 -3.38042 0.53804 2.30134  0.137
C1 -3.27645 -0.09563 1.28712  -0.557
O2 -2.90041 0.50323 0.13923  -0.341
C2 -3.65796 -1.53896 1.20476  -0.157
C3 -4.76473 -1.93985 1.94326  -0.001
C4 -5.18796 -3.25845 1.92167  -0.044
C5 -4.48596 -4.20006 1.18252  -0.057
C6 -3.36399 -3.82221 0.46621  -0.103
C7 -2.94598 -2.49039 0.46452  -0.558
S1 -1.44604 -2.15262 -0.37262  0.729
H1 -5.28724 -1.20001 2.53432  0.129
H2 -6.06043 -3.55283 2.48866  0.115
H3 -4.80648 -5.23295 1.17158  0.114
H4 -2.79528 -4.55533 -0.09109  0.105
Te1 -1.05581 2.41626 -1.76583  1.172
C8 -2.95704 2.96438 -2.26983  -1.007
C9 -4.14060 2.25238 -2.16411  -0.210
C10 -5.24619 2.97324 -2.64380  -0.158
C11 -4.90305 4.22095 -3.09897  -0.388
S2 -3.24245 4.52112 -2.96381  0.960
H5 -4.19335 1.25620 -1.76100  0.089
H6 -6.25689 2.59533 -2.65748  0.115
H7 -5.55817 4.96992 -3.51488  0.080
O3 0.69027 -0.24518 -1.33503  -0.620
P1 1.86533 -0.03034 -0.35732  0.828
C12 3.32888 0.17499 -1.35613  -0.292
C13 4.58540 0.11891 -0.75446  -0.064
C14 5.72080 0.31117 -1.52146  -0.058
C15 5.60291 0.55012 -2.88550  -0.056
C16 4.35370 0.59830 -3.48564  -0.058
C17 3.20988 0.41258 -2.72288  -0.060
C18 2.09503 -1.42902 0.72769  -0.296
C19 1.93744 -2.70340 0.18016  -0.096
C20 2.16096 -3.82075 0.96423  -0.058
C21 2.54938 -3.67162 2.28947  -0.053
C22 2.72139 -2.40714 2.83296  -0.056
C23 2.49784 -1.28209 2.05400  -0.073
C24 1.61133 1.44185 0.62858  -0.331
C25 0.69094 1.41837 1.68138  -0.119
C26 0.35054 2.59027 2.32973  -0.051
C27 0.93579 3.78985 1.94029  -0.051
C28 1.86474 3.81791 0.90866  -0.062
C29 2.20204 2.64487 0.24711  -0.083
H8 4.67697 -0.08102 0.30696  0.115
H9 6.69757 0.26809 -1.05953  0.113
H10 6.49260 0.69386 -3.48386  0.113
H11 4.26847 0.77736 -4.54878  0.113
H12 2.23084 0.44153 -3.18253  0.107
H13 1.63649 -2.81732 -0.85426  0.108
H14 2.03558 -4.80856 0.54247  0.114
H15 2.72431 -4.54740 2.89990  0.114
H16 3.02887 -2.29511 3.86355  0.114
H17 2.63529 -0.29702 2.48052  0.109
H18 0.23430 0.48350 1.98975  0.108
H19 -0.37866 2.56847 3.12799  0.120
H20 0.66818 4.70699 2.44837  0.115
H21 2.32545 4.75175 0.61634  0.114
H22 2.91921 2.66723 -0.56422  0.113

Forces on atoms 1 to 2 (eV/Å):
-0.14 0.72 -0.28
0.00 -0.04 -0.08

Computed properties:
- <S²>: 0.7729
- Strongest force on any atom: 1.20 eV/A
- Net charge: +1
- Energy above the lowest of the compared OMol25 structures with the same formula, charge and spin: 24.8 kcal/mol
- E: -2853.8912 a.u.
- Frontier orbital gap (spin up / spin down): 0.1533 / 0.1712 Eh
- LUMO energy (spin up / spin down): -6.100 / -5.796 eV
- Spin multiplicity: 2

---

The highest E belongs to which entry? C29H22IrO3PS2Te

---

Among the records above, which one has the lowest E? number 1

---

Look up the spin multiplicity of the third one. 1